A structure of composition C42H35Cl2IrNO2P2 at a distorted geometry. Source: the OMol25 dataset; level of theory: wB97M-V/def2-TZVPD.

The geometry in XYZ format:
```
85
Properties=species:S:1:pos:R:3:forces:R:3
Ir -0.678 0.088 0.288 -0.555 -0.280 1.046
Cl -0.944 0.211 3.056 -0.126 0.270 -0.161
C -2.062 -1.184 3.080 0.080 -0.055 0.033
Cl -2.878 -1.385 1.525 0.068 0.060 -0.089
H -2.810 -0.987 3.838 0.005 -0.046 0.017
H -1.469 -2.067 3.285 0.009 0.000 -0.032
N 2.335 0.992 0.544 -0.130 0.134 -0.250
P 2.894 -0.655 0.331 0.050 -0.072 0.014
C 4.659 -0.265 0.063 -0.019 0.037 -0.024
C 5.008 0.238 -1.193 0.013 -0.019 0.005
C 6.320 0.581 -1.474 0.005 0.002 -0.003
C 7.302 0.405 -0.508 0.006 -0.011 0.000
C 6.966 -0.103 0.738 -0.001 0.003 0.003
C 5.649 -0.436 1.026 -0.004 0.031 0.019
C 2.889 -1.282 2.040 -0.054 -0.023 -0.001
C 2.460 -0.546 3.137 0.147 0.032 0.000
C 2.417 -1.130 4.397 -0.020 -0.015 0.000
C 2.799 -2.452 4.566 0.000 0.012 0.004
C 3.221 -3.196 3.470 -0.009 -0.014 -0.002
C 3.257 -2.616 2.213 -0.043 -0.021 0.007
P 0.911 1.589 -0.140 0.244 -0.163 0.174
C 1.292 1.933 -1.874 -0.072 0.010 0.002
C 1.334 3.235 -2.364 -0.097 0.048 -0.039
C 1.714 3.470 -3.678 -0.004 -0.018 -0.017
C 2.056 2.413 -4.506 -0.007 0.011 0.023
C 2.016 1.111 -4.020 -0.002 -0.002 -0.026
C 1.636 0.870 -2.712 0.015 -0.075 0.025
C 0.747 3.227 0.624 0.024 0.001 0.052
C -0.425 3.975 0.506 0.017 0.019 -0.120
C -0.470 5.291 0.940 0.001 -0.005 0.011
C 0.653 5.884 1.495 0.016 -0.021 -0.001
C 1.821 5.147 1.630 -0.031 0.026 0.007
C 1.869 3.832 1.199 -0.004 -0.051 0.135
H 3.111 1.637 0.433 -0.004 0.018 0.132
H 4.247 0.363 -1.956 -0.007 0.002 -0.008
H 6.579 0.974 -2.448 0.002 -0.004 -0.002
H 8.331 0.659 -0.729 -0.001 0.014 0.005
H 7.729 -0.235 1.494 0.004 -0.015 -0.007
H 5.396 -0.824 2.004 0.003 0.004 -0.003
H 2.179 0.492 3.008 -0.020 -0.007 -0.002
H 2.088 -0.548 5.248 0.014 0.003 0.006
H 2.773 -2.904 5.549 -0.012 -0.002 0.000
H 3.514 -4.230 3.596 0.017 0.006 0.005
H 3.572 -3.207 1.358 -0.007 0.005 -0.007
H 1.057 4.071 -1.736 0.031 -0.013 0.017
H 1.741 4.486 -4.051 -0.001 0.001 -0.007
H 2.356 2.600 -5.528 -0.009 0.002 -0.005
H 2.280 0.282 -4.664 0.007 0.003 -0.002
H 1.597 -0.146 -2.340 0.019 0.020 -0.005
H -1.308 3.549 0.059 0.054 0.028 -0.054
H -1.391 5.849 0.835 0.001 0.007 -0.005
H 0.621 6.916 1.820 -0.009 -0.005 0.022
H 2.700 5.595 2.073 0.004 0.001 -0.006
H 2.793 3.291 1.346 -0.007 -0.012 -0.027
C -2.684 2.869 -4.241 -0.043 0.037 0.020
C -1.849 1.754 -4.026 0.035 -0.031 0.035
C -1.670 1.257 -2.766 0.050 0.057 -0.057
C -2.309 1.849 -1.650 -0.087 -0.132 -0.083
C -2.120 1.363 -0.320 0.488 0.314 -0.219
C -2.894 1.882 0.692 -0.127 -0.131 -0.032
C -3.803 2.937 0.456 -0.079 -0.002 -0.022
C -3.928 3.473 -0.791 0.009 -0.008 0.045
C -3.199 2.930 -1.879 0.014 -0.014 0.028
C -3.353 3.434 -3.193 0.006 -0.016 -0.051
H -2.813 3.260 -5.242 -0.006 0.000 -0.003
H -1.352 1.285 -4.866 -0.004 -0.003 -0.003
H -1.049 0.387 -2.612 0.016 -0.012 0.002
H -2.817 1.515 1.707 0.093 0.064 -0.009
H -4.379 3.328 1.285 -0.021 0.003 -0.015
H -4.603 4.300 -0.973 -0.001 0.002 -0.004
H -4.029 4.265 -3.354 0.010 0.011 0.000
O 0.044 -1.963 0.912 0.338 0.095 -0.543
C 0.213 -2.168 -0.317 -0.042 0.113 -0.117
O -0.115 -1.197 -1.137 -0.229 -0.149 0.137
C 0.752 -3.412 -0.869 -0.011 -0.056 0.039
C 1.139 -3.487 -2.204 -0.040 0.010 0.002
C 1.672 -4.666 -2.693 -0.008 -0.011 0.000
C 1.807 -5.765 -1.853 0.017 -0.006 -0.022
C 1.418 -5.690 -0.522 -0.010 0.015 0.022
C 0.895 -4.509 -0.023 0.044 -0.010 -0.015
H 1.025 -2.624 -2.846 -0.016 0.000 -0.002
H 1.980 -4.734 -3.728 0.006 -0.001 0.000
H 2.220 -6.688 -2.240 -0.005 -0.001 -0.002
H 1.522 -6.552 0.123 0.008 0.003 0.003
H 0.599 -4.422 1.014 -0.006 0.003 0.003
```
Forces are in eV/Å.

Charge: +1
Energy above the lowest of the compared OMol25 structures with the same formula, charge and spin (kcal per mole): 23.2
HOMO level (eV): -10.27
Gap between HOMO and LUMO (eV): 6.71